Computed, not measured: a molecular structure, C11H18F9FeI2O2P2 at a distorted geometry, with ωB97M-V with the def2-TZVPD basis set.

```
45
Properties=species:S:1:pos:R:3:forces:R:3
I -0.05581 -2.53727 -5.61711 -0.0042 -0.2090 -0.2310
I -0.04367 2.28294 -4.12769 0.0112 0.7765 -0.0344
Fe -0.00285 0.20528 -0.94666 -0.0401 0.0347 2.2047
P -2.24798 0.05354 -1.05546 -1.3261 -0.6470 0.8139
C -2.96362 -0.03904 -2.71035 0.6171 0.1527 -0.2006
C -2.91159 -1.34476 -0.12466 0.4942 -0.5580 0.1224
H -3.98202 -1.20898 0.04615 0.0602 0.0407 -0.0617
H -3.98218 1.41706 -0.09821 0.4461 0.0158 -0.1235
H -2.39052 -1.44765 0.84375 -0.2387 0.1682 -0.4340
H -2.39462 1.71751 0.70277 -0.2544 -0.1707 -0.4868
H -2.61310 -0.96355 -3.19231 -0.3605 0.1578 0.1472
H -2.75032 -2.27014 -0.70207 -0.1089 0.2756 0.2270
C -2.89616 1.53630 -0.26714 0.0626 0.5077 0.2780
H -4.04696 -0.00928 -2.65228 -0.1098 -0.0082 -0.1551
H -2.71981 2.39214 -0.92727 -0.1069 -0.0142 0.1541
H -2.56135 0.80720 -3.29031 -0.4398 -0.2035 0.0938
P 2.25120 0.04065 -1.03987 1.2034 -0.6612 0.7207
C 2.97575 -0.05364 -2.69109 -0.5845 0.1461 -0.1919
C 2.90493 1.51912 -0.25102 -0.0036 0.4900 0.3067
H 2.37792 -1.46918 0.85333 0.2419 0.1659 -0.4305
H 3.97360 -1.23433 0.06179 -0.0898 0.0317 -0.0606
H 2.73945 -2.28640 -0.69461 0.1017 0.2586 0.2114
C 2.90219 -1.36494 -0.11295 -0.4438 -0.5267 0.1581
H 2.40425 1.70325 0.71804 0.2484 -0.1635 -0.4773
H 3.99077 1.39286 -0.08167 -0.4658 0.0251 -0.1184
H 4.05932 -0.02962 -2.62818 0.0958 0.0051 -0.1363
H 2.58197 0.79455 -3.27308 0.4168 -0.1866 0.0805
H 2.73654 2.37548 -0.91153 0.0946 -0.0030 0.1413
H 2.62563 -0.97600 -3.17512 0.3541 0.1565 0.1397
C -0.00005 -0.29719 -2.60606 0.5428 -0.3966 -3.6595
O 0.07185 -0.53751 -3.78262 -0.4065 0.1019 3.8596
F -1.31476 2.01892 2.78052 0.3302 -1.0380 0.3359
C -1.25522 0.73146 3.23992 -1.3022 0.7180 0.7230
F -1.31571 0.76993 4.59148 0.2306 -0.0587 -1.3606
F -2.41772 0.16241 2.81256 0.7868 0.0312 0.0532
C -0.00197 -0.01465 2.66222 0.0020 0.5468 -0.1625
O 0.00220 0.04941 1.30737 -0.0054 0.0015 -1.9420
C 1.25446 0.72227 3.24375 1.3351 0.7396 0.7481
F 1.31889 0.74976 4.59557 -0.2503 -0.0560 -1.3518
F 2.41456 0.15443 2.81057 -0.7771 0.0086 0.0411
F 1.31855 2.01367 2.79563 -0.3521 -1.0387 0.3240
C -0.00781 -1.50741 3.13756 0.0090 -1.3263 0.4860
F -0.01761 -1.66979 4.48600 0.0100 0.3389 -1.5651
F -1.08322 -2.17196 2.62758 0.5389 0.6755 0.4055
F 1.07257 -2.17684 2.64275 -0.5633 0.6953 0.4076
```
Forces are in eV/Å.

Results
F_max ... 3.88 eV Å⁻¹
Kohn-Sham gap (spin up / spin down) ... 7.4 / 2.8 eV
Total energy ... -4020.30228 Eh
Net charge ... +2
Energy above the lowest of the compared OMol25 structures with the same formula, charge and spin ... 19.3 kcal/mol
Spin multiplicity ... 6
E_LUMO (spin up / spin down) ... -7.84 / -12.44 eV

Computed, not measured: a molecular structure, C11H18F9I2InO2P2 at a distorted geometry, with ωB97M-V with the def2-TZVPD basis set.

```
45
Properties=species:S:1:pos:R:3:forces:R:3
I 5.03472 -2.67140 -1.71272 0.5797 -1.1023 -0.0538
I 1.60652 -4.14556 -0.05009 0.3980 -0.2225 -0.1441
In 0.35978 -1.67058 0.09844 -0.6259 3.0693 -0.2084
P 1.70962 -0.39470 2.16161 -0.9282 0.6649 1.8332
C 3.27548 -1.17305 2.69056 -0.2567 -0.2418 -0.8653
C 1.99294 1.42465 2.40742 0.1558 0.0507 -1.1958
H 2.04187 1.71594 3.46523 -0.1436 -0.6110 -0.1097
H 0.77971 -0.35391 4.46511 0.2123 0.1168 -0.2003
H 1.22843 2.03203 1.91183 0.0914 -0.3533 0.1469
H -0.50116 -0.50298 3.25178 0.2241 0.1171 -0.0554
H 4.05789 -0.81055 1.99530 -0.1625 -0.3656 0.5240
H 2.95394 1.68614 1.94948 -0.1044 -0.0746 0.0384
C 0.51854 -0.80129 3.50402 -0.1518 -0.4754 -0.3567
H 3.50882 -0.89503 3.73197 -0.1243 -0.0923 -0.4465
H 0.50583 -1.88404 3.63450 0.0585 -0.1229 0.0638
H 3.12596 -2.26480 2.58471 0.4271 0.4664 0.2177
P -0.26839 -1.06220 -2.55122 -2.1103 0.2571 -0.7269
C 0.52891 -2.09378 -3.83072 0.4734 -0.0224 0.8324
C -2.01123 -1.65111 -2.51902 0.1799 -0.3654 0.4517
H -0.67440 1.38993 -2.62259 -0.0019 -0.3817 -0.0818
H -1.16185 0.63221 -4.16043 0.0371 -0.5487 0.3203
H 0.54867 0.87328 -3.77896 -0.0858 -0.0618 0.0609
C -0.42349 0.60878 -3.34776 0.9517 0.3231 0.6991
H -2.58216 -1.20128 -1.70446 0.1856 0.1046 -0.1410
H -2.54593 -1.47102 -3.45363 0.2735 0.1408 -0.0436
H -0.07235 -2.08977 -4.75512 0.2366 0.0321 0.4057
H 0.60439 -3.11070 -3.39966 0.1078 0.3574 -0.5589
H -2.00676 -2.72728 -2.34236 0.0136 -0.1413 -0.0519
H 1.53294 -1.65992 -4.00495 -0.4428 -0.4653 -0.1562
C 2.32478 -0.36761 -0.99162 1.0463 0.1052 -0.3772
O 3.02775 -1.25258 -1.12220 -0.9781 1.4026 0.1452
F -2.49306 0.24684 2.40498 0.4084 0.9386 -0.1834
C -2.09824 1.50846 2.03746 -0.5772 0.1708 0.7313
F -3.10578 2.36677 2.36398 1.4467 -1.1474 -0.4382
F -1.02777 1.81159 2.81626 -0.6174 -0.1499 -0.5310
C -1.71154 1.51115 0.50004 -0.4849 1.7577 0.0041
O -0.65225 0.75997 0.15812 0.1529 -2.2846 0.2590
C -3.06680 1.19070 -0.25644 -0.9258 0.0192 -0.1446
F -4.08305 2.05605 0.02276 1.4453 -1.1918 -0.4585
F -2.88658 1.18079 -1.60259 -0.0721 0.0611 0.8383
F -3.48903 -0.07216 0.08112 0.3333 0.9740 -0.3975
C -1.22314 2.99906 0.08980 -1.2195 0.6863 0.4046
F -2.11599 3.99649 0.34065 0.7763 -1.1903 -0.1864
F -0.10209 3.30409 0.77255 -0.3640 -0.1922 -0.5745
F -0.96445 3.03240 -1.23316 0.1618 -0.0111 0.7110
```
Forces are in eV/Å.

Results
F_max ... 3.14 eV Å⁻¹
Kohn-Sham gap (spin up / spin down) ... 3.6 / 5.6 eV
Total energy ... -2946.76273 Eh
Net charge ... +2
E_LUMO (spin up / spin down) ... -11.87 / -9.93 eV